(1)
Entry from the OMol25 dataset: a 6-piece molecular cluster, C44H90BrF3O9P overall (the ωB97M-V functional and the def2-TZVPD basis).

Structure (XYZ):
```
148
Properties=species:S:1:pos:R:3:mulliken_charge:R:1
C -3.19 1.60 3.78 -1.426
C -2.40 2.59 2.92 -0.667
C -3.06 2.98 1.59 -0.931
P -2.64 2.06 -0.06 3.605
Br -4.22 3.70 -1.11 -0.437
C -1.09 3.21 -0.30 -2.214
C -1.14 4.56 -0.99 -0.594
C 0.28 5.17 -1.00 -1.447
C 1.28 4.36 -1.84 -0.105
C 1.87 5.10 -3.04 -0.812
C 2.47 4.10 -4.03 -0.392
C 3.75 4.58 -4.70 -0.665
C 4.20 3.61 -5.77 -0.751
O 4.18 2.25 -5.31 -0.354
C 5.36 1.66 -5.09 0.955
C 5.26 0.18 -5.15 -1.225
O 6.37 2.25 -4.84 -0.591
C -1.39 0.82 0.67 -2.283
O -1.87 -0.18 1.56 -0.277
C -0.79 -0.89 2.10 -0.990
C -2.46 1.32 -1.85 -2.322
O -1.44 2.05 -2.64 -0.143
C -1.64 2.07 -3.93 0.883
F -0.51 2.49 -4.54 -0.231
F -2.61 2.91 -4.32 -0.308
F -1.94 0.88 -4.47 -0.306
C -4.17 0.87 0.26 -1.888
C -4.40 -0.30 -0.65 0.046
C -5.34 -0.19 -1.69 -0.355
C -5.61 -1.24 -2.56 -0.801
C -4.94 -2.46 -2.43 -0.510
C -4.00 -2.59 -1.40 -0.727
C -3.74 -1.53 -0.53 0.031
H -4.15 2.02 4.07 0.402
H -2.62 1.40 4.69 0.393
H -3.35 0.65 3.28 0.124
H -1.36 2.27 2.89 0.250
H -2.37 3.50 3.53 0.612
H -4.13 2.92 1.73 0.662
H -2.88 4.03 1.41 0.325
H -0.79 3.44 0.72 0.667
H -0.26 2.62 -0.68 0.732
H -1.75 5.27 -0.45 0.458
H -1.43 4.50 -2.04 0.095
H 0.62 5.27 0.03 0.482
H 0.21 6.19 -1.38 0.514
H 0.79 3.46 -2.20 0.156
H 2.10 4.05 -1.20 0.203
H 1.09 5.68 -3.54 0.378
H 2.64 5.79 -2.69 0.336
H 2.73 3.21 -3.46 0.283
H 1.72 3.77 -4.75 0.312
H 3.61 5.56 -5.15 0.337
H 4.52 4.61 -3.93 0.318
H 5.17 3.87 -6.18 0.429
H 3.49 3.65 -6.59 0.396
H 4.91 -0.12 -6.13 0.349
H 4.48 -0.14 -4.45 0.310
H 6.20 -0.27 -4.89 0.332
H -0.87 0.31 -0.15 0.883
H -0.58 1.37 1.16 0.798
H -1.15 -1.57 2.87 0.386
H -0.27 -1.43 1.31 0.335
H -0.06 -0.23 2.58 0.353
H -2.18 0.28 -1.89 0.430
H -3.40 1.47 -2.37 0.768
H -4.19 0.59 1.30 0.544
H -5.03 1.51 0.13 0.649
H -5.87 0.75 -1.80 0.378
H -6.35 -1.12 -3.34 0.373
H -5.14 -3.27 -3.11 0.396
H -3.48 -3.53 -1.27 0.422
H -3.02 -1.68 0.26 0.673
C 0.54 -6.37 2.39 -0.785
C -0.25 -5.14 2.82 -0.071
O -1.25 -4.76 1.91 -0.301
C -2.28 -5.70 1.67 -0.083
C -3.09 -6.05 2.90 -1.136
H 0.92 -6.23 1.37 0.279
H 1.39 -6.52 3.06 0.413
H -0.07 -7.27 2.40 -0.057
H 0.42 -4.28 2.89 0.112
H -0.67 -5.29 3.82 0.288
H -1.87 -6.61 1.20 0.282
H -2.93 -5.24 0.93 0.173
H -2.49 -6.62 3.63 0.220
H -3.94 -6.67 2.62 0.382
H -3.45 -5.15 3.39 0.341
C -1.49 -11.20 2.25 -1.269
C -2.28 -9.98 2.70 0.166
O -3.28 -9.58 1.78 -0.369
C -4.30 -10.52 1.52 -0.328
C -5.12 -10.89 2.75 -1.058
H -1.11 -11.05 1.24 0.323
H -0.65 -11.37 2.92 0.402
H -2.11 -12.10 2.24 0.316
H -1.61 -9.13 2.79 -0.109
H -2.72 -10.14 3.69 0.294
H -3.89 -11.42 1.05 0.301
H -4.95 -10.04 0.78 0.342
H -4.53 -11.46 3.47 0.264
H -5.97 -11.50 2.46 0.402
H -5.48 -9.99 3.24 0.273
C 3.89 -1.05 0.37 -0.964
C 3.49 -0.97 1.84 -0.330
O 2.91 -2.16 2.33 -0.334
C 3.72 -3.32 2.31 0.087
C 4.96 -3.21 3.18 -1.124
H 3.06 -1.40 -0.23 0.285
H 4.20 -0.07 0.01 0.414
H 4.73 -1.73 0.22 0.175
H 2.73 -0.21 1.96 0.312
H 4.35 -0.67 2.46 0.257
H 3.99 -3.58 1.28 0.322
H 3.08 -4.12 2.69 0.008
H 5.67 -2.48 2.78 0.172
H 5.47 -4.17 3.24 0.418
H 4.70 -2.89 4.19 0.308
C -4.24 10.55 0.33 -1.126
C -3.74 9.15 0.02 -0.270
O -3.43 8.38 1.16 -0.419
C -4.51 8.12 2.04 -0.365
C -5.66 7.36 1.39 -0.975
H -3.56 11.06 1.02 0.285
H -4.32 11.14 -0.58 0.407
H -5.23 10.53 0.80 0.258
H -2.80 9.22 -0.54 0.345
H -4.45 8.62 -0.63 0.300
H -4.87 9.06 2.49 0.329
H -4.08 7.53 2.84 0.345
H -6.18 7.97 0.65 0.296
H -6.39 7.07 2.15 0.392
H -5.29 6.47 0.89 0.199
C 8.35 1.70 -2.29 -0.972
C 7.96 1.78 -0.82 -0.387
O 7.39 0.58 -0.32 -0.377
C 8.23 -0.56 -0.36 -0.229
C 9.49 -0.42 0.48 -1.171
H 7.52 1.34 -2.89 0.200
H 8.64 2.69 -2.65 0.422
H 9.20 1.03 -2.44 0.274
H 7.18 2.53 -0.70 0.347
H 8.81 2.09 -0.20 0.278
H 8.48 -0.82 -1.39 0.275
H 7.62 -1.37 0.04 0.317
H 10.18 0.32 0.06 0.284
H 10.02 -1.37 0.52 0.413
H 9.24 -0.11 1.49 0.297
```

HOMO energy   -4.330 eV
Charge   -1
LUMO energy   0.0733 hartree
Electronic energy   -5622.56710 a.u.
Spin multiplicity   1
HOMO-LUMO gap   6.3 eV

---

(2)
Entry from the OMol25 dataset: C44H92Br2FIN3O2 as an isolated structure (the ωB97M-V functional and the def2-TZVPD basis).

Structure (XYZ):
```
145
Properties=species:S:1:pos:R:3:mulliken_charge:R:1
C -1.92 -0.76 -3.12 -1.299
C -2.19 0.05 -2.07 -0.721
C -1.72 -0.28 -0.68 0.761
N -0.90 0.63 0.15 0.940
C -0.50 -0.05 1.36 -1.170
C 0.94 -0.58 1.42 0.081
C 0.98 -2.07 1.12 -0.823
C 0.35 -2.89 2.27 0.611
C -0.77 -3.83 1.78 -1.519
C -2.17 -3.42 2.26 -0.354
C -3.29 -3.80 1.31 -1.029
O -2.88 -3.63 -0.03 -0.249
C -3.95 -3.30 -0.89 -0.856
N 1.98 0.26 0.65 1.416
N 3.20 -0.47 0.55 -0.793
C 3.80 -1.15 -0.56 0.253
C 5.14 -1.75 -0.09 -0.491
C 6.27 -1.43 -1.07 -1.462
C 1.45 0.97 -0.57 0.941
C 2.40 2.07 -1.09 -1.354
C 3.91 1.97 -0.92 -0.849
F 4.40 3.27 -1.10 -0.487
C 1.24 -0.09 -1.68 -0.064
O 2.24 -0.05 -2.68 -0.125
C 1.70 -0.27 -3.97 -0.800
C 0.03 1.63 -0.27 0.444
C -0.37 2.40 -1.55 -0.380
C -1.79 3.01 -1.61 -2.366
C -1.82 4.51 -1.40 -1.196
I -3.86 5.19 -1.61 0.042
C 0.04 2.80 0.86 -1.803
Br -1.79 2.99 1.60 0.052
C 1.02 2.73 2.09 -0.040
C 2.42 3.31 1.84 -0.871
Br 0.34 3.80 3.59 -0.060
H -2.44 -0.65 -4.06 0.364
H -1.21 -1.57 -2.98 0.268
H -2.84 0.90 -2.26 0.597
H -2.64 -0.49 -0.12 0.670
H -1.25 -1.26 -0.77 -0.236
H -0.70 0.56 2.25 0.305
H -1.15 -0.91 1.49 -0.183
H 1.28 -0.46 2.46 -0.221
H 1.97 -2.49 0.95 0.365
H 0.41 -2.29 0.23 0.276
H 1.12 -3.51 2.73 0.747
H -0.05 -2.25 3.05 -0.758
H -0.76 -3.92 0.69 0.548
H -0.59 -4.83 2.16 0.507
H -2.23 -2.35 2.47 0.172
H -2.35 -3.92 3.21 0.534
H -4.15 -3.15 1.50 0.444
H -3.64 -4.82 1.48 0.421
H -3.57 -3.24 -1.90 0.189
H -4.74 -4.05 -0.87 0.364
H -4.39 -2.33 -0.64 0.368
H 2.24 1.02 1.27 0.572
H 3.49 -0.78 1.47 0.364
H 3.20 -1.99 -0.95 -0.284
H 4.01 -0.54 -1.43 -0.045
H 5.42 -1.24 0.84 0.448
H 5.06 -2.81 0.09 0.320
H 6.50 -0.37 -1.07 0.441
H 6.03 -1.76 -2.08 0.174
H 7.17 -1.95 -0.76 0.434
H 2.13 3.03 -0.67 0.768
H 2.24 2.21 -2.16 0.665
H 4.24 1.67 0.07 0.317
H 4.39 1.36 -1.67 0.332
H 0.27 0.02 -2.14 0.236
H 1.25 -1.10 -1.25 -0.518
H 1.08 0.57 -4.29 0.222
H 1.15 -1.21 -4.04 0.271
H 2.55 -0.35 -4.65 0.377
H -0.21 1.82 -2.46 -0.112
H 0.27 3.27 -1.66 1.115
H -2.51 2.51 -0.97 0.642
H -2.16 2.86 -2.63 0.845
H -1.27 5.03 -2.17 0.557
H -1.53 4.82 -0.41 0.413
H 0.19 3.78 0.44 0.952
H 1.13 1.75 2.54 0.045
H 2.39 4.14 1.14 0.326
H 3.12 2.59 1.44 0.072
H 2.83 3.70 2.76 0.691
C 3.50 -3.79 -3.47 -0.397
C 5.00 -3.92 -3.22 0.450
C 5.71 -4.85 -4.20 -1.274
C 5.23 -6.31 -4.15 -0.736
C 5.35 -6.98 -2.78 -0.372
C 6.79 -7.07 -2.27 -1.189
H 2.99 -4.75 -3.35 0.332
H 3.05 -3.09 -2.76 -0.359
H 3.31 -3.42 -4.48 0.328
H 5.17 -4.25 -2.19 0.146
H 5.45 -2.93 -3.30 0.049
H 6.78 -4.81 -4.01 0.388
H 5.56 -4.47 -5.21 0.394
H 5.81 -6.88 -4.88 0.443
H 4.19 -6.36 -4.49 0.289
H 4.94 -7.99 -2.86 0.387
H 4.74 -6.45 -2.05 0.239
H 7.41 -7.63 -2.98 0.311
H 6.82 -7.59 -1.31 0.379
H 7.23 -6.08 -2.13 0.264
C -8.05 6.40 -0.66 -1.111
C -7.66 7.56 -1.57 -0.213
C -8.80 8.56 -1.81 -0.747
C -10.02 7.97 -2.51 -0.703
C -9.74 7.33 -3.87 -0.337
C -9.20 8.31 -4.91 -1.182
H -8.85 5.80 -1.09 0.276
H -7.19 5.74 -0.49 0.273
H -8.38 6.77 0.31 0.303
H -7.29 7.17 -2.52 0.227
H -6.82 8.10 -1.12 0.317
H -8.41 9.40 -2.39 0.317
H -9.11 8.97 -0.85 0.368
H -10.76 8.77 -2.64 0.376
H -10.50 7.23 -1.86 0.305
H -10.67 6.90 -4.25 0.352
H -9.05 6.49 -3.76 0.233
H -9.89 9.13 -5.06 0.298
H -9.04 7.81 -5.87 0.372
H -8.24 8.73 -4.60 0.277
C 2.88 -2.89 8.53 -1.209
C 1.55 -2.17 8.38 -0.457
C 0.65 -2.78 7.30 -0.982
C 1.22 -2.74 5.89 -0.448
C 1.57 -1.35 5.38 0.236
C 0.37 -0.41 5.29 -0.822
H 3.48 -2.84 7.61 0.278
H 3.48 -2.44 9.32 0.391
H 2.73 -3.94 8.78 0.301
H 1.72 -1.11 8.17 0.240
H 1.02 -2.20 9.33 0.427
H -0.32 -2.27 7.32 0.329
H 0.44 -3.82 7.56 0.476
H 0.49 -3.19 5.21 -0.071
H 2.11 -3.37 5.83 0.489
H 2.02 -1.45 4.38 -0.418
H 2.34 -0.90 6.01 0.712
H -0.39 -0.82 4.63 0.096
H 0.67 0.57 4.89 0.081
H -0.08 -0.23 6.26 0.522
```

HOMO energy   -11.311 eV
Charge   +1
LUMO energy   -0.0791 hartree
Electronic energy   -7591.62330 a.u.
Spin multiplicity   1
HOMO-LUMO gap   9.2 eV

---

(3)
Entry from the OMol25 dataset: a 9-piece molecular cluster, C44H92F12N5O11 overall (the ωB97M-V functional and the def2-TZVPD basis).

Structure (XYZ):
```
164
Properties=species:S:1:pos:R:3:mulliken_charge:R:1
C -11.07 -12.70 -7.45 -1.333
C -10.49 -13.89 -6.68 -0.138
C -9.85 -14.98 -7.58 -0.627
C -9.40 -16.25 -6.88 -0.460
N -7.81 -16.37 -6.75 0.342
C -7.21 -15.29 -5.93 -0.291
C -5.75 -15.14 -6.36 -0.855
C -5.70 -15.91 -7.79 -0.661
C -7.13 -16.32 -8.12 -0.503
C -7.54 -17.75 -6.14 -1.173
H -10.24 -12.47 -8.16 0.366
H -11.24 -11.81 -6.86 0.325
H -11.94 -12.97 -8.00 0.213
H -11.32 -14.40 -6.08 -0.023
H -9.72 -13.57 -5.93 0.480
H -9.02 -14.53 -8.11 0.484
H -10.58 -15.25 -8.39 0.056
H -9.63 -17.13 -7.50 0.362
H -9.75 -16.28 -5.84 0.389
H -7.30 -15.50 -4.84 0.392
H -7.67 -14.33 -6.13 0.119
H -5.18 -15.66 -5.62 0.339
H -5.40 -14.09 -6.35 0.405
H -5.08 -16.74 -7.42 0.279
H -5.18 -15.37 -8.54 0.441
H -7.26 -17.30 -8.58 0.430
H -7.63 -15.54 -8.70 0.313
H -7.75 -18.51 -6.87 0.480
H -8.06 -17.92 -5.20 0.315
H -6.53 -17.78 -5.87 0.470
C -20.20 -21.73 -11.73 -1.561
C -18.73 -21.57 -11.99 0.625
C -17.98 -22.79 -12.23 -0.980
C -16.48 -22.46 -12.40 -0.355
N -15.44 -23.38 -13.02 0.835
C -14.10 -22.83 -12.61 0.116
C -13.16 -23.10 -13.72 -0.707
C -14.02 -22.80 -14.96 -0.763
C -15.47 -23.22 -14.54 -0.375
C -15.69 -24.76 -12.56 -0.932
H -20.69 -20.77 -11.89 0.428
H -20.38 -21.94 -10.67 0.325
H -20.75 -22.48 -12.40 0.329
H -18.32 -21.03 -11.14 -0.486
H -18.64 -20.85 -12.82 0.357
H -18.33 -23.25 -13.18 0.427
H -18.10 -23.49 -11.45 0.376
H -16.04 -22.07 -11.50 0.182
H -16.41 -21.62 -13.09 0.015
H -13.90 -23.18 -11.60 0.341
H -14.14 -21.73 -12.48 -0.328
H -12.79 -24.10 -13.87 0.433
H -12.30 -22.35 -13.63 0.252
H -13.69 -23.54 -15.74 0.388
H -14.01 -21.77 -15.26 0.393
H -15.74 -24.22 -14.83 0.461
H -16.19 -22.44 -14.71 0.239
H -16.62 -25.13 -12.99 0.371
H -15.72 -24.73 -11.45 0.168
H -14.89 -25.44 -12.90 0.390
C -12.64 -16.68 -0.48 -1.098
C -12.24 -16.89 -1.90 0.544
O -11.15 -17.40 -2.04 -0.662
N -13.05 -16.56 -2.86 -0.105
H -15.22 -20.57 -6.14 0.398
H -14.01 -16.22 -2.65 0.286
C -12.67 -16.92 -4.21 -0.195
H -12.46 -15.69 -0.08 0.283
H -12.06 -17.42 0.07 0.290
H -13.66 -17.00 -0.32 0.377
H -12.62 -18.01 -4.49 0.059
H -11.63 -16.65 -4.26 -0.062
H -13.26 -16.34 -4.89 0.257
C -11.35 -21.62 -3.04 -0.686
C -12.63 -22.09 -3.69 0.679
O -12.76 -22.96 -4.68 -0.710
N -13.70 -21.64 -3.05 -0.120
H -10.21 -22.91 -6.48 0.312
H -13.49 -20.87 -2.38 0.235
C -15.05 -21.67 -3.54 -0.650
H -11.01 -22.42 -2.38 0.288
H -11.47 -20.65 -2.46 0.265
H -10.62 -21.44 -3.87 0.086
H -15.73 -22.08 -2.82 0.322
H -15.07 -22.22 -4.50 0.183
H -15.35 -20.63 -3.79 0.198
C -18.31 -17.75 -9.99 -1.304
C -17.33 -18.03 -8.81 1.725
C -17.88 -19.22 -8.07 -1.110
O -17.50 -19.30 -6.70 -0.256
C -17.86 -18.08 -6.06 -0.661
N -15.83 -18.38 -9.27 1.430
H -15.42 -17.64 -9.76 0.339
H -15.17 -18.48 -8.48 -0.060
H -15.65 -19.20 -9.88 -0.742
H -19.08 -18.52 -10.09 0.367
H -17.78 -17.46 -10.93 0.230
H -18.90 -16.85 -9.65 0.108
H -17.19 -17.15 -8.23 -0.107
H -17.59 -20.06 -8.63 -0.203
H -18.99 -19.22 -8.18 0.563
H -18.73 -17.65 -6.55 0.361
H -16.98 -17.41 -5.79 0.131
H -18.22 -18.28 -5.04 0.382
C -15.36 -14.89 -7.29 -0.281
O -16.48 -14.91 -8.32 -0.123
O -15.61 -15.52 -6.19 -0.816
C -14.15 -15.37 -7.97 0.643
F -14.02 -16.71 -8.23 -0.425
F -13.98 -14.92 -9.28 -0.348
F -13.00 -15.00 -7.30 0.143
C -17.52 -13.93 -8.26 -0.577
C -18.92 -14.53 -7.67 -0.842
H -18.96 -14.97 -6.66 0.178
H -19.72 -13.81 -7.64 0.479
H -19.31 -15.25 -8.41 0.066
H -17.73 -13.66 -9.27 0.370
H -17.27 -13.00 -7.74 0.380
H -15.05 -13.78 -7.25 0.114
C -8.59 -23.19 -7.46 -0.254
O -8.92 -24.51 -8.00 -0.283
O -9.60 -22.27 -7.07 -0.349
C -7.67 -23.57 -6.26 0.822
F -7.74 -22.62 -5.28 -0.211
F -7.85 -24.73 -5.60 -0.247
F -6.39 -23.58 -6.74 -0.277
C -9.89 -24.52 -9.09 0.530
C -10.50 -25.85 -8.98 -1.325
H -10.87 -26.21 -9.94 0.393
H -9.74 -26.60 -8.77 0.364
H -11.32 -25.94 -8.29 0.321
H -9.37 -24.32 -10.02 0.317
H -10.66 -23.72 -8.96 -0.314
H -7.94 -22.57 -8.19 0.228
C -13.82 -18.97 -12.51 -0.676
O -13.51 -17.98 -11.49 0.173
O -13.67 -20.21 -12.14 -0.841
C -15.36 -18.92 -12.97 0.732
F -16.07 -17.82 -13.10 -0.317
F -15.44 -19.65 -14.19 -0.342
F -16.13 -19.67 -12.09 0.115
C -12.26 -17.20 -11.87 -0.131
C -12.75 -16.12 -12.72 -1.057
H -13.21 -16.50 -13.64 0.274
H -13.47 -15.53 -12.15 0.216
H -11.82 -15.57 -13.00 0.414
H -11.53 -17.86 -12.40 0.329
H -11.67 -16.90 -10.99 0.054
H -13.27 -18.82 -13.52 0.178
C -14.79 -22.01 -7.47 -0.105
O -14.21 -21.07 -8.40 0.175
O -15.57 -21.50 -6.45 -0.791
C -15.75 -22.88 -8.27 0.161
F -15.16 -23.69 -9.10 -0.244
F -16.57 -23.53 -7.45 -0.309
F -16.62 -22.11 -8.97 -0.280
C -12.71 -21.09 -8.37 0.305
C -12.20 -19.75 -8.78 -0.752
H -12.40 -19.10 -7.93 0.064
H -11.12 -19.66 -8.84 0.637
H -12.73 -19.36 -9.66 -0.257
H -12.39 -21.84 -9.05 -0.211
H -12.48 -21.37 -7.33 0.268
H -14.01 -22.65 -7.05 0.674
```

HOMO energy   -9.264 eV
Charge   +1
LUMO energy   -0.0741 hartree
Electronic energy   -4031.05896 a.u.
Spin multiplicity   1
HOMO-LUMO gap   7.2 eV